Record 1
# C21H35BO2P2Pb

A structure of composition C21H35BO2P2Pb at a distorted geometry (ωB97M-V/def2-TZVPD, OMol25).

Summary:
Spin multiplicity: 1
Strongest force on any atom in eV/Å: 3.4
Calculated total energy in eV: -50934.116
Orbital gap (spin up / spin down) in eV: 5.45 / 5.45

Last column: natural (NBO) charge in e.
Positions of all 62 atoms, in Å:
P  2.01  -1.80  -2.28  0.84
P  1.88  1.55  -2.15  0.84
C  1.40  -0.67  -3.69  -0.68
C  2.36  0.49  -3.66  -0.70
H  0.37  -0.35  -3.47  0.22
H  1.41  -1.20  -4.66  0.22
H  3.39  0.17  -3.45  0.21
H  2.41  1.07  -4.58  0.22
C  0.24  2.12  -2.77  -0.94
H  -0.14  2.85  -2.06  0.24
H  -0.54  1.35  -2.80  0.23
H  0.29  2.61  -3.75  0.22
C  2.86  2.99  -2.78  -0.93
H  2.32  3.50  -3.60  0.22
H  3.85  2.66  -3.12  0.23
H  3.00  3.67  -1.93  0.23
C  0.60  -2.95  -2.52  -0.94
H  0.59  -3.66  -1.70  0.23
H  0.71  -3.51  -3.45  0.22
H  -0.38  -2.45  -2.52  0.24
C  3.25  -2.66  -3.34  -0.93
H  4.06  -1.97  -3.59  0.24
H  2.76  -3.03  -4.25  0.23
H  3.64  -3.48  -2.73  0.24
Pb  2.91  -0.34  0.19  0.54
C  -2.93  1.80  -0.05  -0.18
C  -3.68  1.67  -1.18  -0.22
C  -4.68  0.50  -1.18  -0.44
C  -4.74  -0.26  0.17  -0.45
C  -3.92  -1.53  0.24  -0.18
C  -2.57  -1.66  0.23  -0.19
C  -1.70  -0.58  -0.28  -0.47
C  -1.85  0.77  0.49  -0.45
C  2.35  -1.66  1.92  -1.23
H  -3.40  2.28  0.83  0.22
H  -3.94  2.46  -1.92  0.20
H  -4.43  -0.19  -2.01  0.21
H  -5.71  0.79  -1.44  0.23
H  -4.36  0.38  0.97  0.22
H  -5.80  -0.41  0.43  0.22
H  -4.53  -2.41  0.49  0.20
H  -2.09  -2.54  0.67  0.21
H  -1.93  -0.46  -1.33  0.21
H  -0.67  -0.94  -0.28  0.21
H  -2.18  0.51  1.50  0.21
H  -0.88  1.24  0.68  0.26
H  3.25  -1.80  2.55  0.25
H  2.41  -2.49  1.16  0.25
H  1.44  -1.94  2.46  0.26
O  0.50  0.46  2.94  -0.72
B  1.90  0.28  2.56  0.77
O  2.68  0.78  3.66  -0.72
C  1.81  0.96  4.72  0.29
C  2.05  1.20  6.08  -0.28
C  0.99  0.98  6.99  -0.23
C  -0.26  0.61  6.53  -0.22
C  -0.55  0.44  5.17  -0.27
C  0.49  0.69  4.29  0.24
H  3.01  1.51  6.46  0.22
H  1.18  1.11  8.05  0.21
H  -1.03  0.46  7.27  0.21
H  -1.50  0.04  4.82  0.22

***

Record 2
# C3H12O3

A cluster of 3 separate species, C3H12O3 in total at a distorted geometry (ωB97M-V/def2-TZVPD, OMol25).

Summary:
Energy above the lowest of the compared OMol25 structures with the same formula, charge and spin in kcal/mol: 37.78
Spin multiplicity: 1
Strongest force on any atom in eV/Å: 5.7
Structure (SMILES): CCCO.O.O
Calculated total energy in eV: -9446.388
Orbital gap in eV: 10.87

Last column: natural (NBO) charge in e.
Positions of all 18 atoms, in Å:
C  1.51  -0.05  -0.21  -0.61
C  1.05  1.43  -0.79  -0.42
C  -0.32  1.23  -1.40  -0.09
O  -0.27  0.01  -1.97  -0.75
H  1.76  -0.87  -0.98  0.21
H  2.44  0.06  0.34  0.20
H  0.72  -0.28  0.52  0.21
H  1.81  1.86  -1.51  0.20
H  0.93  2.23  0.03  0.20
H  -0.43  2.13  -2.02  0.17
H  -1.24  1.42  -0.78  0.18
H  0.07  -0.10  -2.96  0.50
O  -1.81  -0.80  4.14  -0.94
H  -2.59  -0.72  3.56  0.47
H  -1.25  -1.40  3.66  0.47
O  -0.76  -2.07  0.54  -0.95
H  -0.86  -1.30  -0.03  0.48
H  -0.75  -2.77  -0.15  0.47